Entry 1:
DFT (ωB97M-V/def2-TZVPD) results for a 2-piece molecular cluster, C2H2ClN2O2 overall in a non-equilibrium geometry.

Last column: natural (NBO) charge in e.
Positions of all 9 atoms, in Å:
C -0.6725 0.4129 1.4237  0.3811
C -1.1219 -1.9298 -1.5809  1.0445
N 1.3414 1.1818 0.2514  -0.4105
N 0.3139 0.7360 0.8525  -0.0429
O -0.8241 -1.3347 -0.6306  -0.6097
O -1.3660 -2.4926 -2.5139  -0.4317
Cl 1.7141 2.9035 0.2705  0.2758
H -1.5727 0.0537 1.8741  0.3104
H 2.1878 0.4692 0.0531  0.4830

As for the net charge: +1. For the energy above the lowest of the compared OMol25 structures with the same formula, charge and spin, the calculation gives 0.06 kcal per mole. Its HOMO energy is -0.5618 Eh. The max |F| is 0.105 hartree/bohr. The orbital gap is 9.40 eV.

Entry 2:
DFT (ωB97M-V/def2-TZVPD) results for C10H29AgN5O6 as an isolated structure in a non-equilibrium geometry.

Last column: natural (NBO) charge in e.
Positions of all 51 atoms, in Å:
Ag -0.3582 0.2401 -0.5904  0.8607
O 0.5286 1.8475 -2.1396  -1.0536
C 0.5835 1.1041 -3.3018  -0.0701
C -0.6361 0.2586 -3.6739  -0.0666
O -0.9583 -0.8596 -2.8576  -1.0373
H 1.5087 0.4944 -3.3632  0.1054
H 0.9878 1.6809 -4.1577  0.1062
H -0.5444 -0.0576 -4.7258  0.1110
H -1.4695 0.9723 -3.7899  0.1126
C -1.3688 -2.6294 3.0305  -0.6244
C -1.4905 -1.9747 1.6553  -0.0743
C -2.3931 -0.7522 1.7243  -0.0591
O -2.6305 -0.1667 0.4636  -0.5468
C -3.6511 0.8049 0.4767  -0.2456
N -0.1481 -1.6606 1.1021  -0.8368
H -2.3637 -2.8524 3.4252  0.2014
H -0.8417 -2.0283 3.7788  0.1951
H -0.8047 -3.5612 3.1020  0.2204
H -1.9234 -2.7541 1.0338  0.1925
H -1.9959 0.0156 2.3980  0.1780
H -3.3642 -1.0804 2.1142  0.1628
H -3.7636 1.3763 1.4039  0.1607
H -4.6153 0.3091 0.3267  0.1628
H -3.5721 1.5740 -0.2902  0.2071
H 0.2097 -1.0695 1.8505  0.3590
H 0.4215 -2.4989 1.1033  0.3780
C 4.6094 1.0804 1.1548  -0.6186
C 3.5524 1.8709 0.4327  -0.0585
O 2.6123 0.9506 -0.0743  -0.7487
H 4.3155 0.4671 2.0054  0.2064
H 5.3585 1.7333 1.6220  0.1855
H 5.2203 0.5737 0.4063  0.2071
H 4.0651 2.5020 -0.2994  0.1535
H 3.0026 2.5550 1.0905  0.1418
H 2.1692 1.3182 -0.8665  0.5174
C 0.3477 2.8997 1.2595  0.7761
O 0.1549 1.6874 1.2952  -0.7136
N 0.3335 3.5575 0.0853  -0.8565
N 0.6227 3.6890 2.3202  -0.8544
H 0.3731 4.5592 0.1055  0.3619
H 0.4353 3.0238 -0.7871  0.4822
H 0.7452 3.2184 3.2011  0.3962
H 0.7956 4.6734 2.2764  0.3866
C -0.5084 -3.9074 -1.7166  0.7667
O -0.4660 -5.0235 -1.1705  -0.7523
N 0.4640 -3.3778 -2.5018  -0.8655
N -1.5109 -3.0591 -1.4684  -0.8515
H 1.2343 -3.8487 -2.9355  0.3821
H 0.1335 -2.5426 -3.0009  0.4366
H -1.3748 -2.1539 -1.9050  0.4532
H -2.0317 -3.1790 -0.6275  0.3675

As for the net charge: -1. For the energy above the lowest of the compared OMol25 structures with the same formula, charge and spin, the calculation gives 0.00 kcal per mole. Its HOMO energy is -0.1296 Eh. The max |F| is 0.044 hartree/bohr. The orbital gap is 6.11 eV.

Entry 3:
DFT (ωB97M-V/def2-TZVPD) results for a 12-piece molecular cluster, C33H90O12 overall in a non-equilibrium geometry.

Last column: Mulliken spin population.
Positions of all 135 atoms, in Å:
O 10.6575 8.5570 -12.2821  0.0000
H 10.1465 9.1663 -11.7493  0.0000
H 11.3606 8.2631 -11.7028  0.0000
C 7.9417 15.9253 -5.6870  0.0000
C 9.3263 16.3212 -6.2451  0.0000
C 9.3742 17.8602 -6.3554  0.0000
O 10.3041 15.8456 -5.3147  0.0000
H 7.1351 16.3111 -6.3103  0.0000
H 7.7692 16.3405 -4.6940  0.0000
H 7.6891 14.8689 -5.5955  0.0000
H 9.3967 15.8198 -7.2104  0.0000
H 9.2148 18.2982 -5.3700  0.0000
H 8.5495 18.1261 -7.0166  0.0000
H 10.3065 18.2333 -6.7793  0.0000
H 10.0960 14.9094 -5.3565  0.0000
C 4.1161 9.0399 -11.3707  0.0000
C 3.7581 10.3667 -12.0222  0.0000
C 2.8854 10.0723 -13.3159  0.0000
O 3.1512 11.2310 -11.0798  0.0000
H 3.1859 8.5467 -11.0887  0.0000
H 4.6974 9.0826 -10.4496  0.0000
H 4.7132 8.3553 -11.9732  0.0000
H 4.6111 10.9406 -12.3843  0.0000
H 2.9847 10.8884 -14.0316  0.0000
H 1.8300 9.9954 -13.0548  0.0000
H 3.3010 9.1939 -13.8098  0.0000
H 3.4480 10.9303 -10.2178  0.0000
C 6.5573 16.7209 -10.5727  0.0015
C 5.2154 16.0829 -10.0602  0.0008
C 5.2613 15.5075 -8.6251  0.0002
O 4.3592 17.1884 -10.0464  0.0003
H 6.4332 17.2543 -11.5151  -0.0009
H 7.3583 15.9932 -10.7026  0.0006
H 6.9632 17.3230 -9.7597  0.0005
H 4.7551 15.3860 -10.7607  -0.0002
H 4.3017 15.0110 -8.4811  0.0001
H 5.2508 16.3177 -7.8960  0.0000
H 6.1218 14.8643 -8.4410  -0.0001
H 3.4693 16.8506 -10.1714  0.0000
C 9.6555 16.7860 -12.6470  0.1795
C 10.0267 16.0275 -13.9076  0.0411
C 9.7074 16.8524 -15.1544  0.0759
O 11.3311 15.6838 -13.8368  0.6762
H 9.9485 16.3609 -11.6870  0.0032
H 8.5840 16.9827 -12.6112  0.0221
H 10.0554 17.7993 -12.6829  -0.0089
H 9.4414 15.1118 -13.9910  -0.0008
H 8.8423 17.4620 -14.8931  -0.0002
H 9.5520 16.2351 -16.0393  0.0143
H 10.4591 17.5980 -15.4134  -0.0014
H 11.3643 14.7694 -13.5464  -0.0122
C 5.6432 13.5436 -14.1175  0.0002
C 6.1168 14.8666 -14.6761  -0.0008
C 7.0603 14.6684 -15.8790  0.0023
O 4.9791 15.6234 -15.0850  0.0004
H 6.5729 12.9832 -14.0188  -0.0001
H 4.9253 13.0058 -14.7367  0.0001
H 5.2255 13.6829 -13.1204  0.0001
H 6.4962 15.4302 -13.8238  -0.0002
H 8.0729 14.4863 -15.5190  -0.0016
H 7.0751 15.6370 -16.3786  0.0001
H 6.7233 13.8827 -16.5552  -0.0001
H 4.3404 15.7838 -14.3864  0.0000
C 12.1520 17.6225 -9.8373  -0.0003
C 12.9882 16.4579 -9.2157  0.0004
C 12.3905 15.8986 -7.8754  -0.0001
O 12.9172 15.4734 -10.1774  0.0001
H 12.4219 17.8283 -10.8731  0.0001
H 12.1355 18.4742 -9.1572  0.0000
H 11.1038 17.3933 -10.0293  0.0011
H 14.0237 16.7979 -9.2271  0.0000
H 11.8124 16.5591 -7.2290  0.0000
H 13.2337 15.5268 -7.2932  0.0000
H 11.6893 15.0804 -8.0395  0.0000
H 13.4617 14.7354 -9.8939  0.0000
C 9.5072 13.2281 -10.1620  0.0024
C 8.2169 12.5403 -9.6935  -0.0002
C 7.5460 11.7881 -10.7891  0.0001
O 8.3888 11.6332 -8.6297  -0.0001
H 9.8622 13.8475 -9.3384  0.0009
H 9.4438 13.7910 -11.0933  -0.0037
H 10.3934 12.5947 -10.2001  0.0004
H 7.5666 13.3741 -9.4288  0.0001
H 7.2523 12.5768 -11.4817  0.0000
H 6.6830 11.2239 -10.4354  -0.0001
H 8.2243 11.2083 -11.4150  0.0000
H 7.6871 11.0050 -8.8159  0.0000
C 10.4072 11.5234 -14.0180  -0.0002
C 11.4917 11.8772 -12.8872  0.0005
C 12.8419 11.1334 -13.0142  0.0011
O 11.8295 13.1745 -12.8458  0.0048
H 9.5574 12.2032 -14.0804  0.0001
H 10.0802 10.4874 -13.9294  0.0001
H 10.9841 11.6146 -14.9383  0.0002
H 11.0447 11.5634 -11.9440  0.0006
H 12.7667 10.0467 -12.9746  0.0000
H 13.5702 11.5153 -12.2988  0.0000
H 13.2807 11.2653 -14.0032  -0.0002
H 12.6920 13.2495 -12.4310  -0.0007
C 6.6056 9.6069 -5.8854  0.0000
C 7.6797 8.9310 -6.8059  0.0000
C 8.3050 7.5856 -6.4491  0.0000
O 7.0629 8.8390 -8.0689  0.0000
H 6.5107 10.6628 -6.1387  0.0000
H 6.7706 9.5050 -4.8128  0.0000
H 5.6574 9.0735 -5.9530  0.0000
H 8.4953 9.6512 -6.8710  0.0000
H 7.5023 6.8494 -6.4922  0.0000
H 8.6745 7.6286 -5.4246  0.0000
H 9.0576 7.0994 -7.0698  0.0000
H 7.4480 8.1153 -8.5684  0.0000
C 12.9522 13.3205 -5.3711  0.0000
C 11.8351 12.3761 -5.9481  0.0000
C 11.6479 11.0673 -5.1203  0.0000
O 10.5174 12.9245 -5.9247  0.0000
H 13.8717 13.2608 -5.9534  0.0000
H 13.1073 13.1945 -4.2996  0.0000
H 12.5793 14.3419 -5.4481  0.0000
H 12.0360 12.2608 -7.0132  0.0000
H 10.8736 10.4406 -5.5628  0.0000
H 11.2472 11.2007 -4.1154  0.0000
H 12.5358 10.4351 -5.1250  0.0000
H 9.8545 12.3006 -6.2294  0.0000
C 3.8394 12.4031 -7.4264  0.0000
C 3.6521 10.9249 -7.5466  0.0000
C 2.2036 10.5246 -7.9434  0.0000
O 4.5426 10.5408 -8.4940  0.0000
H 3.6512 13.0190 -8.3058  0.0000
H 4.8498 12.6997 -7.1451  0.0000
H 3.2383 12.7361 -6.5803  0.0000
H 4.0003 10.5553 -6.5821  0.0000
H 2.0737 9.5956 -8.4985  0.0000
H 1.8208 11.3317 -8.5680  0.0000
H 1.5224 10.5684 -7.0936  0.0000
H 5.1180 9.8531 -8.1511  0.0000

As for the net charge: +1. Its HOMO energy (alpha / beta) is -0.4189 / -0.4189 Eh. The max |F| is 0.089 hartree/bohr. The orbital gap (alpha / beta) is 9.21 / 2.72 eV. Its spin multiplicity is 2.

Entry 4:
DFT (ωB97M-V/def2-TZVPD) results for C5H6BrN4O2 as an isolated structure in a non-equilibrium geometry.

Last column: natural (NBO) charge in e.
Positions of all 18 atoms, in Å:
C 0.0167 -1.0288 0.1509  0.1075
C 1.1710 -0.2709 0.2139  -0.2042
C 1.2575 1.1227 0.0832  0.2376
C -1.1957 -0.4206 -0.2332  0.3035
C 2.1138 2.0926 0.1332  -0.4558
N -1.5540 0.7921 -0.4702  -0.1628
N 0.1350 -2.3238 0.2340  -0.7087
N -2.4748 -1.3035 -0.3826  0.5424
N -0.5728 1.6580 -0.1392  -0.4677
O -2.2821 -2.4074 -0.8118  -0.3601
O -3.4697 -0.7345 -0.1391  -0.2540
Br 2.9015 -1.1708 0.3302  0.1557
H 2.1120 3.0365 -0.2718  0.2595
H 3.1833 1.7998 0.4158  0.2935
H 0.8633 -2.6214 0.7729  0.4132
H -0.6424 -2.8767 -0.0479  0.4377
H -0.8819 2.0888 0.7518  0.4313
H -0.6806 2.5680 -0.5900  0.4315

As for the net charge: +1. For the energy above the lowest of the compared OMol25 structures with the same formula, charge and spin, the calculation gives 194.55 kcal per mole. Its HOMO energy is -0.4704 Eh. The max |F| is 0.083 hartree/bohr. The orbital gap is 7.16 eV.